No. 1
98
Properties=species:S:1:pos:R:3:forces:R:3 method="wB97M-V/def2-TZVPD" largest_force_ev_per_a=1.15 mol_weight_g_mol=860.9 e_lumo_ev=0.07 de_lowest_ev=0.865 total_energy_ev=-84975.50065 gap_ev=6.9
Y 0.13869 0.57724 -0.21355 -0.14 -0.08 0.97
S 0.43025 2.84647 1.87296 0.08 0.17 0.00
Si -0.86569 -0.84348 -2.39981 -0.36 -0.52 -0.96
O -0.52590 1.74489 2.02569 0.21 -0.09 0.00
O -2.13257 1.60417 -0.32943 0.38 -0.21 -0.16
O -0.00989 4.17779 2.15690 -0.06 -0.07 -0.02
O 0.06827 -1.05607 1.16049 0.17 -0.03 -0.37
O -4.31733 1.63870 -0.65698 0.05 0.00 -0.02
O -4.60656 -5.99551 -1.51921 0.00 0.06 0.14
N 0.98585 2.59922 0.38703 0.15 0.75 0.34
N 1.06385 4.75941 -0.59335 -0.01 -0.02 0.03
N -4.70662 -0.81135 0.12178 0.02 -0.11 -0.04
N 2.58818 -1.43976 -0.88728 -0.01 -0.06 0.08
N 0.62180 2.75634 -1.81623 -0.10 -0.08 0.22
N -2.14762 -6.47431 3.45713 -0.04 -0.28 -0.06
N -1.34011 -5.67004 3.93229 0.16 0.09 0.23
N 2.52007 -0.13006 -0.55586 -0.27 0.14 -0.15
N 0.84329 -3.47536 0.09246 -0.02 -0.05 -0.03
N 5.17550 1.58551 5.17055 0.11 -0.01 0.04
C 0.90733 5.43903 -1.72028 -0.01 -0.01 -0.07
C 3.62387 0.43093 -1.05390 -0.02 -0.03 0.06
C 2.51149 3.49059 3.50124 0.04 -0.07 -0.02
C 0.88283 3.44353 -0.68012 0.08 0.04 -0.02
C -0.71536 -2.12305 3.09678 -0.03 -0.04 -0.12
C -0.16314 -2.15447 1.82635 -0.10 0.05 0.16
C 0.16533 -3.44391 1.26894 -0.01 0.08 0.06
C -2.74325 -6.29868 2.16501 -0.07 0.00 -0.03
C -3.48624 -7.38419 0.13913 -0.01 0.02 -0.03
C 1.14482 -4.63429 -0.43333 -0.01 -0.02 0.00
C -3.21602 1.07178 -0.20851 -0.10 0.11 0.08
C 2.19254 1.14016 3.07298 -0.03 -0.05 0.00
C 3.30477 0.85090 3.83597 0.01 0.02 0.00
C -2.88752 -7.43687 1.39238 0.02 0.00 -0.01
C -0.20056 -4.62816 1.95048 0.03 -0.02 0.10
C -1.04520 -3.30252 3.77909 0.03 -0.08 -0.08
C 1.80012 2.46182 2.90008 0.00 0.10 0.05
C 0.47478 3.46664 -2.92640 0.06 -0.08 -0.08
C 4.40113 -0.53872 -1.70196 -0.06 0.00 0.05
C 0.84093 -5.86631 0.17352 -0.02 0.01 0.03
C 0.45807 -1.41540 -3.66350 -0.07 0.01 0.03
C -3.28246 -5.09430 1.71442 -0.04 0.10 -0.02
C 4.01499 -3.09401 -2.06265 0.02 -0.02 0.00
C -1.84495 -2.47217 -2.11123 0.06 0.02 -0.03
C 4.03649 1.87658 4.44369 -0.06 -0.01 -0.02
C 3.70336 -1.72317 -1.57211 -0.06 0.02 0.02
C -2.09783 0.16799 -3.46855 0.06 -0.03 0.04
C -3.90555 -5.03964 0.48870 0.01 -0.06 -0.06
C -3.42287 -0.24377 0.51366 0.03 -0.03 0.02
C 3.92315 1.88183 -0.88535 0.01 0.02 -0.01
C 0.18574 -5.85739 1.36927 -0.04 -0.01 -0.03
C 0.59769 4.84426 -2.93480 0.01 -0.03 0.01
C -3.99535 -6.17600 -0.31911 0.00 0.07 -0.03
C -4.74687 -7.12028 -2.36245 0.03 -0.05 -0.02
C 3.62273 3.19929 4.27067 -0.04 0.01 -0.02
C -0.87876 -4.53094 3.19648 0.08 0.19 -0.02
H -3.44337 0.01007 1.57792 0.04 -0.04 -0.04
H -2.51216 -8.37753 1.77405 0.00 -0.02 0.03
H 5.48607 2.28623 5.82252 -0.02 -0.03 0.00
H 3.41414 2.27961 -0.01065 0.01 0.01 0.02
H -2.54868 -0.88459 0.34795 -0.07 0.05 -0.03
H 5.26281 0.64363 5.51357 -0.01 0.03 0.01
H -5.32551 -7.91026 -1.87634 0.00 0.00 -0.02
H -0.90735 -1.15531 3.54142 0.00 0.03 0.01
H 1.67421 -4.61415 -1.38026 0.01 -0.01 -0.02
H -2.57247 -2.40880 -1.29892 -0.09 0.01 0.07
H 4.99590 2.03094 -0.76832 0.00 0.00 -0.01
H 5.34786 -0.39666 -2.19006 0.07 0.01 -0.04
H -3.55872 -8.28439 -0.45163 -0.01 -0.03 -0.03
H -1.75703 1.19079 -3.63943 0.03 0.06 -0.02
H -2.25691 -0.30315 -4.44182 -0.01 -0.04 -0.05
H -1.49230 -3.25360 4.76383 -0.02 0.00 0.03
H -3.77109 -7.51300 -2.66153 -0.02 -0.01 0.00
H 3.61063 -0.17856 3.97303 0.01 -0.03 0.00
H 4.05557 -3.81067 -1.24171 0.00 -0.01 0.01
H 1.04736 6.51168 -1.64872 0.00 0.04 -0.01
H 4.17789 3.99918 4.74451 0.01 0.02 0.00
H 1.61975 0.33503 2.62686 -0.01 -0.01 -0.01
H 0.00233 -1.75389 -4.59783 -0.02 -0.03 -0.04
H 0.47034 5.42027 -3.83780 0.00 0.01 -0.02
H -5.04022 0.99367 -0.47857 0.06 0.01 0.02
H 0.25648 2.90758 -3.82983 -0.02 0.00 0.00
H -4.61471 -1.35660 -0.72938 0.01 -0.03 0.05
H 3.59953 2.45171 -1.75832 -0.01 0.01 -0.01
H 1.03143 -2.25019 -3.25315 0.04 -0.05 0.03
H 2.18520 4.51107 3.36369 -0.02 0.06 -0.01
H -3.07528 0.24818 -2.98561 -0.06 0.01 0.04
H 3.26044 -3.42960 -2.77598 0.00 0.00 -0.01
H -2.38645 -2.76717 -3.01464 -0.01 -0.03 -0.04
H -4.32545 -4.11734 0.11724 -0.04 0.09 -0.04
H -0.02882 -6.78370 1.88372 -0.03 -0.02 0.01
H 1.17210 -0.62499 -3.90390 0.03 0.06 -0.02
H -5.28005 -6.77152 -3.24275 0.02 -0.02 0.01
H -3.21115 -4.20236 2.32400 -0.03 -0.05 -0.05
H 1.14268 -6.79163 -0.29642 0.01 -0.01 -0.01
H 4.97911 -3.09582 -2.56565 0.01 -0.01 0.00
H -1.16870 -3.28747 -1.84491 0.03 -0.01 0.02
H 1.86323 -2.09532 -0.53870 0.04 0.06 -0.08
H -5.08860 -1.41274 0.83855 -0.02 0.03 0.00



No. 2
9
Properties=species:S:1:pos:R:3:forces:R:3 method="wB97M-V/def2-TZVPD" largest_force_ev_per_a=2.79 mol_weight_g_mol=123.2 smiles=CO[S@]1([O-])#S#C1 e_lumo_ev=3.69 de_lowest_ev=4.750 total_energy_ev=-27885.12986 gap_ev=7.0 total_charge=-1
S -0.36020 -0.00253 1.14601 0.49 0.54 -1.06
S 0.28032 0.10375 3.46265 0.59 0.71 1.53
O -1.51196 0.90213 0.97433 -0.38 -0.13 -0.73
O 0.61275 -0.17112 -0.36929 1.58 1.65 1.59
C 0.13783 -0.40463 -1.62584 -1.28 -1.44 0.22
C 0.71974 1.10716 2.19489 -0.44 -1.66 -0.30
H -0.91127 -0.80512 -1.34387 0.98 0.40 -2.07
H 0.20722 0.43041 -2.36017 -0.69 0.04 0.70
H 0.82557 -1.16005 -2.07871 -0.85 -0.12 0.12



No. 3
34
Properties=species:S:1:pos:R:3:forces:R:3 method="wB97M-V/def2-TZVPD" largest_force_ev_per_a=3.90 mol_weight_g_mol=516.0 e_lumo_ev=-5.50 total_energy_ev=-46746.47750 gap_ev=6.4 total_charge=+1
I 0.12388 0.56398 1.96835 0.25 -0.22 -0.19
I 3.08309 2.96969 1.58039 -0.03 -0.54 -0.25
P 1.95347 -2.17956 -0.25118 -0.37 -2.05 1.31
O 0.92979 -3.31975 -0.77758 0.81 0.93 0.88
O 3.32821 -2.46674 -0.90564 -2.06 3.10 -1.15
O 2.07562 -2.37466 1.34194 -0.30 0.04 -1.33
O -0.66407 1.25189 -2.22397 1.22 0.97 -1.29
C -0.99792 0.49932 -1.37636 -1.52 -0.71 1.99
C -2.25103 0.76389 -0.54050 0.97 -0.83 -0.71
C -2.48093 1.99191 0.05189 0.18 0.53 -0.27
C -3.12912 -0.29170 -0.37724 -0.18 -0.50 0.05
C 2.92729 0.90856 0.87883 -2.10 0.39 1.18
C -0.22706 -0.81490 -1.06465 0.83 0.43 -1.31
C 3.87304 0.59112 -0.19078 3.03 -0.41 0.30
C -4.26175 -0.12894 0.39969 0.40 -0.47 -0.28
C 1.48754 0.66849 0.29798 0.36 -0.39 -0.56
C -4.46845 1.09588 0.99396 -1.35 0.07 0.86
C -3.61525 2.17095 0.82485 0.20 0.11 -0.07
C 1.31137 -0.55976 -0.80685 0.15 -0.37 1.46
Be 2.78904 -0.90454 -1.78390 0.27 -0.75 1.52
H 4.39499 -0.34121 0.07593 -0.23 0.01 -0.53
H 3.08127 0.32420 1.79438 0.00 0.11 -0.40
H 1.23157 1.57994 -0.26788 -0.21 -0.43 0.20
H -2.95746 -1.26385 -0.84620 0.08 0.31 0.04
H -4.91693 -0.98790 0.53424 -0.09 0.42 0.09
H -0.71125 -1.36257 -0.24572 0.15 0.33 -0.19
H -3.83372 3.13000 1.29276 0.10 -0.27 -0.09
H 0.17194 -3.32998 -0.16984 -0.23 -0.41 -0.49
H -1.75563 2.79269 -0.09307 -0.22 -0.11 0.02
H 1.19788 -2.61930 1.68194 0.31 0.19 0.57
H -0.26105 -1.40313 -1.99864 -0.36 0.06 0.46
H 4.69114 1.30773 -0.36315 -0.55 -0.10 -0.17
H 3.23666 0.54193 -1.05765 0.20 0.38 -1.47
H -5.35614 1.19635 1.62370 0.28 0.16 -0.17



No. 4
48
Properties=species:S:1:pos:R:3:forces:R:3 method="wB97M-V/def2-TZVPD" largest_force_ev_per_a=0.80 mol_weight_g_mol=412.4 smiles="CCOC(=O)[C@](NC(=O)c1ccccc1OCC)(Nc1ncccn1)C(F)(F)F" e_lumo_ev=0.51 total_energy_ev=-41278.37807 gap_ev=9.4
F -0.42817 -0.96967 -3.35372 0.25 0.28 -0.03
F -2.49979 -1.03521 -2.81872 -0.11 0.14 0.02
F -1.09598 -2.35839 -1.86583 0.15 -0.11 0.34
O -1.04537 -0.96550 1.03876 0.04 -0.41 0.09
O 0.98737 1.48994 -2.48922 0.16 0.18 -0.37
O 2.41425 -1.33756 0.11443 0.04 0.20 -0.20
O -2.96062 -0.93683 -0.18118 -0.24 -0.17 -0.16
N 0.40417 -0.01468 -0.91181 -0.13 -0.23 0.26
N -2.40099 3.22782 -0.86398 0.21 0.05 -0.58
N -1.54253 1.20150 -1.62313 0.04 -0.24 -0.35
N -2.16531 1.34458 0.54103 0.00 0.76 -0.23
C -2.70837 1.99436 1.55196 -0.03 0.36 -0.13
C 2.71831 -2.22096 1.18032 0.03 -0.20 0.51
C 4.82819 1.86297 -0.99835 0.08 0.03 0.01
C -4.16215 -2.97962 0.23476 0.18 0.42 0.01
C -1.26404 -1.10843 -2.31988 -0.26 -0.28 -0.43
C 4.52280 -0.14757 0.27960 -0.08 -0.28 0.15
C 5.31714 0.91115 -0.12117 -0.07 0.04 -0.06
C -2.03817 1.96935 -0.63390 -0.41 0.28 0.63
C 2.70188 0.70548 -1.04898 0.37 -0.01 0.12
C 3.21553 -0.28009 -0.18245 0.11 0.30 -0.20
C -3.12559 3.30654 1.40580 -0.01 -0.06 0.03
C 1.30889 0.75507 -1.57116 -0.48 -0.29 0.27
C 2.43737 -1.58319 2.53556 0.05 -0.02 -0.39
C -3.67562 -1.66498 0.82233 -0.04 -0.26 0.30
C 3.52974 1.75070 -1.45167 -0.09 -0.11 0.05
C -2.93734 3.87731 0.14949 -0.01 -0.12 0.30
C -1.70772 -0.56692 0.10536 0.61 -0.50 -0.09
C -0.99916 -0.06209 -1.20768 -0.02 0.03 -0.18
H 1.39700 -1.26804 2.57571 -0.08 0.02 0.04
H -3.00567 -1.83548 1.67042 -0.18 0.05 -0.10
H -3.22644 4.89941 -0.05634 -0.06 0.10 0.08
H 0.68737 -0.57359 -0.11006 -0.03 0.17 -0.26
H -3.31406 -3.58460 -0.07484 0.06 -0.09 -0.01
H 6.32690 0.98400 0.25493 0.08 -0.01 0.03
H -3.56489 3.85546 2.22059 -0.05 0.07 0.07
H 3.74944 -2.58456 1.11053 -0.12 0.02 -0.08
H -4.78654 -2.78809 -0.63352 -0.09 -0.05 -0.08
H -2.78996 1.44695 2.48121 -0.03 -0.01 0.13
H 5.44999 2.68389 -1.31913 0.05 0.08 -0.03
H -4.51794 -1.03981 1.13632 0.11 -0.03 -0.01
H 2.62050 -2.30441 3.32688 0.03 -0.07 0.12
H 3.11213 2.47899 -2.13044 -0.05 0.03 -0.04
H 4.93734 -0.87891 0.95520 -0.01 -0.08 0.05
H -1.08319 1.64665 -2.41520 -0.11 -0.02 0.28
H 2.04324 -3.06511 1.01850 0.16 0.06 0.01
H 3.07354 -0.71470 2.69387 0.05 0.05 0.07
H -4.73752 -3.52313 0.97883 -0.08 -0.08 0.06



No. 5
18
Properties=species:S:1:pos:R:3:forces:R:3 method="wB97M-V/def2-TZVPD" largest_force_ev_per_a=9.50 mol_weight_g_mol=97.2 smiles=C1C[C@H]2CC[C@@H]1N2 e_lumo_ev=0.99 de_lowest_ev=4.360 total_energy_ev=-7886.17179 gap_ev=10.4
N -0.14156 1.41732 0.24022 3.29 5.18 7.25
C -0.55834 0.11430 -1.19901 -6.29 -1.82 -6.35
C -1.61856 -0.28837 -0.00835 2.95 -0.40 0.52
C -0.68897 0.25054 1.07241 1.53 -1.45 -0.22
C 0.55848 -0.90633 0.92291 -0.52 -1.54 3.91
C 0.60217 0.80287 -0.72514 1.31 -2.83 -1.90
C 1.39967 -0.30493 -0.13991 4.00 -0.26 -0.08
H 1.27698 1.34310 -1.43266 -1.34 0.32 0.46
H 2.47452 0.13531 0.24280 -2.41 -1.33 -0.70
H -1.64615 -1.44467 0.20323 -1.23 2.48 -0.87
H -2.40964 0.47272 0.11932 -0.66 -1.40 -1.11
H -0.45597 -0.69348 -2.00539 0.02 0.83 1.19
H 1.27017 -1.10334 1.84765 -1.83 0.63 -1.40
H -1.17218 0.94724 -1.69959 0.75 -1.35 0.05
H -1.30410 0.42684 2.05050 2.02 0.13 -1.56
H 0.10322 -2.01318 0.72826 1.01 2.81 0.12
H 0.75800 1.89807 0.72880 -3.19 -0.54 0.21
H 1.55227 -1.05401 -0.94605 0.60 0.53 0.47



No. 6
18
Properties=species:S:1:pos:R:3:forces:R:3 method="wB97M-V/def2-TZVPD" largest_force_ev_per_a=5.25 mol_weight_g_mol=125.2 e_lumo_ev="-5.37 / -5.38" de_lowest_ev=6.035 total_energy_ev=-11382.29543 gap_ev="7.7 / 7.7" total_charge=+1
O -0.52745 -2.68359 -0.53689 -2.04 1.15 -1.86
N -0.64793 0.72478 0.18325 -1.53 -1.57 -1.27
N -0.11551 -0.36131 0.72421 -1.49 -3.15 -0.94
C -1.91389 -0.66913 -1.34910 1.31 -0.11 0.74
C 0.82256 -2.46044 -0.00821 -0.87 0.08 3.63
C -1.63246 0.61816 -0.69462 -0.13 -0.76 0.72
C -0.29751 1.91769 0.82047 -0.17 4.79 -2.15
C 1.11960 -0.95530 0.27811 -0.29 1.39 0.33
C -1.19005 -1.72415 -1.00677 1.64 1.17 3.18
H 0.73612 -3.06911 0.97243 0.25 1.23 -1.45
H 1.43784 -2.99149 -0.62541 2.02 -0.96 -1.74
H 1.48626 -0.29761 -0.51234 0.36 -0.81 -0.70
H -2.42084 1.34761 -0.91517 0.98 0.50 0.37
H 1.88178 -0.87522 1.07634 -0.20 -0.64 -0.24
H 0.62452 1.88342 1.35066 0.59 -0.47 0.25
H -2.61568 -0.53759 -2.13621 -0.39 -0.69 -0.79
H -1.07257 2.33246 1.46683 -0.06 -0.39 0.05
H -0.18778 2.66453 -0.06890 0.02 -0.75 1.87